[1]
Below is a single C8H9BO3 molecule in a non-equilibrium geometry, with properties calculated with ωB97M-V with the def2-TZVPD basis set.

Output
E (Eh): -560.897989
Frontier orbital gap (eV): 9.78
SMILES string: CC(=O)c1cccc(B(O)O)c1
ΔE to the lowest compared entry with this formula, charge and spin (kcal per mole): 3.3
LUMO level (eV): 0.274

Each atom is followed by the atoms it is bonded to, with distances in Å.
Element x y z (Å)
1 C 2.55133 -1.61324 -1.74406  C2 1.446, H13 1.097, H14 1.122, H15 1.108
2 C 1.19295 -1.55886 -1.25259  C1 1.446, O3 1.223, C4 1.404
3 O 0.54014 -2.59182 -1.30987  C2 1.223
4 C 0.66708 -0.45126 -0.56952  C2 1.404, C5 1.382, C12 1.358
5 C 1.46440 0.58116 -0.11200  C4 1.382, C6 1.391, H16 1.094
6 C 0.91544 1.59954 0.65972  C5 1.391, C7 1.378, H17 1.137
7 C -0.42660 1.57952 0.97240  C6 1.378, C8 1.392, H18 1.054
8 C -1.17132 0.48153 0.55161  C7 1.392, B9 1.556, C12 1.373
9 B -2.62231 0.53733 1.11047  C8 1.556, O10 1.429, O11 1.397
10 O -3.39697 1.73813 1.08519  B9 1.429, H19 0.967
11 O -2.88532 -0.62572 1.83911  B9 1.397, H20 0.986
12 C -0.63452 -0.53886 -0.19327  C4 1.358, C8 1.373, H21 1.070
13 H 2.95146 -2.63193 -1.81573  C1 1.097
14 H 3.31556 -1.09011 -1.11022  C1 1.122
15 H 2.62342 -1.23805 -2.78423  C1 1.108
16 H 2.53349 0.56227 -0.34395  C5 1.094
17 H 1.48273 2.51626 1.02119  C6 1.137
18 H -0.94977 2.32123 1.50794  C7 1.054
19 H -3.32642 2.47256 0.45961  O10 0.967
20 H -3.59465 -0.67460 2.52199  O11 0.986
21 H -1.23012 -1.37509 -0.49379  C12 1.070



[2]
Below is 3 unconnected molecules or ions with the total composition C10H17ClO14S3, with properties calculated with ωB97M-V with the def2-TZVPD basis set.

Output
E (Eh): -3099.335027
Frontier orbital gap (eV): 11.37
SMILES string: O=C1O[C@H](Cl)[C@@H](CCCS(=O)(=O)O)O1.O=S1(=O)OCCO1.O=S1(=O)OCCO1
LUMO level (eV): -0.098

Each atom is followed by the atoms it is bonded to, with distances in Å.
Element x y z (Å)
1 O -4.71355 -1.80915 2.85284  C2 1.179
2 C -3.99367 -2.19757 2.00388  O1 1.179, O3 1.361, O14 1.363
3 O -4.36341 -2.49449 0.72866  C2 1.361, C4 1.408
4 C -3.23325 -2.41503 -0.10815  O3 1.408, Cl5 1.780, C6 1.549, H15 1.087
5 Cl -3.09844 -3.91432 -1.05861  C4 1.780
6 C -2.05324 -2.22473 0.87730  C4 1.549, C7 1.531, O14 1.422, H16 1.086
7 C -1.45949 -0.82041 0.74349  C6 1.531, C8 1.545, H17 1.094, H18 1.094
8 C -0.78501 -0.17671 1.97587  C7 1.545, C9 1.528, H19 1.092, H20 1.090
9 C -0.24541 -1.03974 3.11588  C8 1.528, S10 1.768, H21 1.088, H22 1.094
10 S 1.23937 -1.93560 2.77011  C9 1.768, O11 1.439, O12 1.420, O13 1.592
11 O 2.06492 -1.10442 1.93425  S10 1.439
12 O 1.72519 -2.47392 3.99099  S10 1.420
13 O 0.78472 -3.16214 1.86346  S10 1.592, H23 0.967
14 O -2.66027 -2.44165 2.14499  C2 1.363, C6 1.422
15 H -3.33675 -1.61681 -0.83804  C4 1.087
16 H -1.32069 -2.98869 0.63627  C6 1.086
17 H -2.26040 -0.14862 0.42226  C7 1.094
18 H -0.74867 -0.84293 -0.08717  C7 1.094
19 H 0.06822 0.40532 1.62177  C8 1.092
20 H -1.46759 0.54826 2.41813  C8 1.090
21 H -0.96351 -1.71649 3.57386  C9 1.088
22 H 0.12201 -0.37408 3.90296  C9 1.094
23 H 1.07672 -2.99657 0.95656  O13 0.967
24 O 1.64819 3.27798 0.06732  S25 1.423
25 S 2.90984 2.99418 -0.52730  O24 1.423, O26 1.417, O27 1.596, O30 1.585
26 O 3.46621 3.88124 -1.48220  S25 1.417
27 O 2.83486 1.52292 -1.14051  S25 1.596, C28 1.439
28 C 3.88039 0.69170 -0.60529  O27 1.439, C29 1.512, H31 1.090, H32 1.086
29 C 4.08558 1.25445 0.78254  C28 1.512, O30 1.444, H33 1.085, H34 1.090
30 O 3.98564 2.68301 0.59470  S25 1.585, C29 1.444
31 H 4.76904 0.78016 -1.23110  C28 1.090
32 H 3.53000 -0.33609 -0.59128  C28 1.086
33 H 5.05539 1.02310 1.21139  C29 1.085
34 H 3.28940 0.92582 1.45014  C29 1.090
35 O -2.78238 0.11617 -3.45621  S36 1.420
36 S -1.55135 0.62082 -3.95349  O35 1.420, O37 1.417, O38 1.595, O41 1.593
37 O -0.96667 0.07595 -5.12378  S36 1.417
38 O -0.50247 0.60834 -2.75162  S36 1.595, C39 1.440
39 C 0.03985 1.92378 -2.53055  O38 1.440, C40 1.515, H42 1.091, H43 1.084
40 C -1.07819 2.85097 -2.96121  C39 1.515, O41 1.438, H44 1.086, H45 1.091
41 O -1.62793 2.20294 -4.12179  S36 1.593, C40 1.438
42 H 0.93008 2.04703 -3.14825  C39 1.091
43 H 0.29410 2.02432 -1.48111  C39 1.084
44 H -0.73009 3.84061 -3.24054  C40 1.086
45 H -1.85729 2.93108 -2.20142  C40 1.091



[3]
Below is a single C4H7F2NO4S2 molecule in a non-equilibrium geometry, with properties calculated with ωB97M-V with the def2-TZVPD basis set.

Output
E (Eh): -1508.285118
Frontier orbital gap (eV): 10.86
SMILES string: C=C(C)S(=O)(=O)NS(=O)(=O)C(F)F
ΔE to the lowest compared entry with this formula, charge and spin (kcal per mole): 45.2
LUMO level (eV): -0.088

Each atom is followed by the atoms it is bonded to, with distances in Å.
Element x y z (Å)
1 C -1.79141 -0.58971 -1.09953  C2 1.285, H14 1.132, H15 1.125
2 C -1.42090 0.06932 -0.06091  C1 1.285, C3 1.501, S4 1.832
3 C -1.65240 -0.35610 1.35943  C2 1.501, H16 1.057, H17 1.068, H18 1.132
4 S -0.50561 1.59261 -0.50564  C2 1.832, O5 1.449, O6 1.461, N7 1.786
5 O -0.81630 2.03805 -1.84948  S4 1.449
6 O -0.69507 2.56563 0.56697  S4 1.461
7 N 1.25229 1.27838 -0.48005  S4 1.786, S8 1.607, H19 1.101
8 S 1.99841 0.37471 0.61973  N7 1.607, O9 1.401, O10 1.472, C11 1.959
9 O 3.33472 0.64705 0.29852  S8 1.401
10 O 1.44037 0.44185 1.98012  S8 1.472
11 C 1.52334 -1.39776 -0.06637  S8 1.959, F12 1.356, F13 1.331, H20 0.966
12 F 0.95531 -1.01342 -1.23623  C11 1.356
13 F 2.60714 -2.06022 -0.46429  C11 1.331
14 H -1.65614 -0.24356 -2.16896  C1 1.132
15 H -2.14672 -1.64957 -0.96987  C1 1.125
16 H -0.95837 0.19473 1.93566  C3 1.057
17 H -1.34571 -1.37515 1.26727  C3 1.068
18 H -2.66434 -0.37800 1.86706  C3 1.132
19 H 1.76320 1.69267 -1.36328  N7 1.101
20 H 0.77818 -1.83152 0.36986  C11 0.966